# 1
Formula: C4H9O3
Source: the Open Molecules 2025 dataset
Level of theory: ωB97M-V/def2-TZVPD

Summary:
Multiplicity ... 1
Calculated total energy ... -383.593607 Eh
LUMO level ... 4.2 eV
Total charge ... -1
Orbital gap ... 0.321 hartree
Largest force on an atom ... 1.3 eV/A

Last column: natural (NBO) charge in e.
Cartesian coordinates (Å):
C (-1.12726, -3.09597, 0.29102)  -0.733
C (-0.37560, -1.77012, 0.04206)  0.772
O (-0.52577, -1.22621, -1.08888)  -0.813
O (0.32842, -1.38737, 0.99344)  -0.767
H (-0.37240, -3.82335, 0.59676)  0.201
H (-1.69146, -3.48799, -0.54844)  0.191
H (-1.77579, -2.99979, 1.17257)  0.202
C (0.61735, 1.83706, -0.72766)  -0.073
C (1.07498, 2.58110, 0.51174)  -0.637
O (-0.74818, 1.43641, -0.54975)  -0.790
H (0.63192, 2.41595, -1.65298)  0.136
H (1.18857, 0.91717, -0.84119)  0.189
H (2.16549, 2.53753, 0.62061)  0.189
H (-0.75101, 0.47344, -0.77428)  0.514
H (0.67845, 1.99440, 1.33991)  0.232
H (0.68230, 3.59772, 0.61508)  0.185

# 2
Formula: C5H11O4Yb
Source: the Open Molecules 2025 dataset
Level of theory: ωB97M-V/def2-TZVPD

Summary:
Multiplicity ... 2
Calculated total energy ... -1656.606081 Eh
⟨S²⟩ ... 0.75
LUMO level (spin up / spin down) ... -1.9 / -1.9 eV
Orbital gap (spin up / spin down) ... 0.208 / 0.208 hartree
Largest force on an atom ... 5.4 eV/A

Last column: natural (NBO) charge in e.
Cartesian coordinates (Å):
C (-2.25619, -0.86970, 2.06653)  -0.241
O (-1.76900, -1.95037, 1.34066)  -0.668
H (-3.19114, -1.20174, 2.55011)  0.188
H (-1.51580, -0.46269, 2.77594)  0.139
H (-2.42411, 0.00214, 1.40710)  0.119
O (1.36112, 2.98558, -0.87036)  -0.992
C (1.40200, 2.47532, -2.09908)  -0.069
C (0.36978, 0.93351, -2.11878)  -0.068
O (0.69626, 0.23914, -1.01565)  -0.948
C (-0.29767, -1.51582, 0.27883)  -0.047
C (0.86565, -1.48332, 1.27098)  -0.104
O (1.11858, -0.21257, 1.76873)  -1.021
Yb (1.19985, 1.61300, 0.77583)  2.342
H (2.38824, 2.06452, -2.38965)  0.131
H (0.96695, 3.10517, -2.89533)  0.145
H (0.59281, 0.41425, -3.06459)  0.147
H (-0.65684, 1.33882, -2.08423)  0.121
H (-0.25646, -2.44563, -0.31038)  0.200
H (-1.01745, -0.87267, -0.25362)  0.249
H (1.74232, -1.95168, 0.77551)  0.171
H (0.68109, -2.20528, 2.09143)  0.207

# 3
Formula: C5H8N
Source: the Open Molecules 2025 dataset
Level of theory: ωB97M-V/def2-TZVPD

Summary:
Multiplicity ... 1
Calculated total energy ... -249.466056 Eh
LUMO level ... -5.9 eV
Total charge ... +1
Orbital gap ... 0.298 hartree
Largest force on an atom ... 4.2 eV/A

Last column: natural (NBO) charge in e.
Cartesian coordinates (Å):
C (-1.48560, 1.73828, 0.13083)  0.060
C (0.49846, 1.05898, -0.10764)  0.504
C (-1.16623, -0.70510, 0.58430)  -0.237
C (-1.09551, -0.76651, -0.86300)  -0.188
C (1.81053, 0.54092, -0.11976)  -0.805
N (-0.71079, 0.48797, -0.13224)  -0.476
H (-1.35350, 1.90659, 1.19475)  0.123
H (-2.10754, -0.32277, 0.99832)  0.248
H (-0.68728, -1.46441, 1.35167)  0.298
H (-0.16524, -1.36707, -1.17685)  0.260
H (-1.92809, -0.49694, -1.54129)  0.288
H (1.93147, -0.54103, -0.32643)  0.239
H (2.14372, 0.83769, 0.89634)  0.350
H (2.52063, 1.17026, -0.67854)  0.335

# 4
Formula: C5H12O2
Source: the Open Molecules 2025 dataset
Level of theory: ωB97M-V/def2-TZVPD

Summary:
Structure (SMILES) ... C=C/C=C/C.O.O
Multiplicity ... 1
Calculated total energy ... -348.061332 Eh
LUMO level ... 0.1 eV
Orbital gap ... 0.305 hartree
Largest force on an atom ... 5.3 eV/A

Last column: natural (NBO) charge in e.
Cartesian coordinates (Å):
C (-0.69264, 2.00763, 1.39120)  -0.420
C (0.53366, 1.55432, 0.75556)  -0.253
C (0.34931, 0.58720, -0.39582)  -0.295
C (-0.89531, 0.26944, -1.02387)  -0.087
C (-1.12497, -0.61859, -2.21594)  -0.671
H (-0.62946, 3.08004, 1.89315)  0.217
H (-1.64102, 1.60455, 0.98664)  0.197
H (1.57131, 1.99600, 0.98250)  0.227
H (1.29146, 0.46801, -0.86008)  0.214
H (-1.74414, 0.59599, -0.51497)  0.171
H (-2.06430, -1.15144, -1.98611)  0.227
H (-1.21429, -0.08465, -3.17880)  0.229
H (-0.18006, -1.20554, -2.45100)  0.238
O (-0.48463, -1.25877, 1.58649)  -0.972
H (-0.97882, -1.53061, 2.31809)  0.480
H (-0.04045, -0.43469, 1.66570)  0.493
O (2.08760, -1.65814, -0.36186)  -0.950
H (2.59118, -1.06171, 0.10745)  0.454
H (1.19457, -1.74065, 0.17361)  0.499

# 5
Formula: CH5PS
Source: the Open Molecules 2025 dataset
Level of theory: ωB97M-V/def2-TZVPD

Summary:
Multiplicity ... 1
Calculated total energy ... -780.530409 Eh
LUMO level ... -0.7 eV
Orbital gap ... 0.277 hartree
Largest force on an atom ... 7.5 eV/A

Last column: natural (NBO) charge in e.
Cartesian coordinates (Å):
C (-1.28376, -0.71133, -0.15186)  -0.563
P (0.95297, 0.54799, 0.00835)  0.558
S (2.65583, -0.31222, -0.29087)  -0.539
H (-1.30233, -0.75972, 0.81656)  0.171
H (-1.67954, 0.22428, -0.64817)  0.211
H (-1.05923, -1.56323, -0.70678)  0.204
H (0.77344, 0.74195, 1.46394)  -0.025
H (0.94262, 1.83228, -0.49117)  -0.017

# 6
Formula: C7H19N2O2S
Source: the Open Molecules 2025 dataset
Level of theory: ωB97M-V/def2-TZVPD

Summary:
Structure (SMILES) ... CC(C)S(=O)(=O)NC[N+](C)(C)C
Multiplicity ... 1
Calculated total energy ... -936.014199 Eh
LUMO level ... -2.6 eV
Total charge ... +1
Orbital gap ... 0.422 hartree
Largest force on an atom ... 4.9 eV/A

Last column: natural (NBO) charge in e.
Cartesian coordinates (Å):
C (-3.22390, -1.39944, -0.21708)  -0.630
C (-2.87621, -0.13212, 0.52952)  -0.419
C (-3.82179, 1.02201, 0.26871)  -0.632
S (-1.25253, 0.40895, -0.06382)  2.272
O (-0.79801, 1.60284, 0.58784)  -0.957
O (-1.14924, 0.36191, -1.49693)  -0.949
N (-0.21272, -0.82649, 0.53675)  -0.875
C (1.28048, -0.23421, 1.02427)  -0.054
N (2.25011, 0.07247, -0.03698)  -0.233
C (2.61536, -1.14161, -0.78787)  -0.417
C (3.44834, 0.60374, 0.64926)  -0.416
C (1.75522, 1.10293, -0.97231)  -0.447
H (-4.23118, -1.72314, 0.02976)  0.244
H (-3.17225, -1.21266, -1.28733)  0.238
H (-2.53273, -2.19895, 0.03585)  0.217
H (-2.72581, -0.29952, 1.59462)  0.251
H (-3.93500, 1.17763, -0.80174)  0.230
H (-3.43008, 1.93396, 0.71320)  0.240
H (-4.79823, 0.81430, 0.69930)  0.243
H (-0.08227, -1.57030, -0.13057)  0.390
H (0.96774, 0.66100, 1.55428)  0.267
H (1.64836, -1.01212, 1.68655)  0.236
H (1.75941, -1.50990, -1.34994)  0.237
H (3.41241, -0.91455, -1.49325)  0.244
H (2.96033, -1.92003, -0.10833)  0.235
H (3.81809, -0.10490, 1.39215)  0.237
H (4.23833, 0.79326, -0.07881)  0.243
H (3.20661, 1.54348, 1.14796)  0.245
H (1.41228, 1.97862, -0.41881)  0.256
H (2.55721, 1.39091, -1.65219)  0.232
H (0.91168, 0.73196, -1.55406)  0.272